Entry 1:
The following is a quantum chemistry calculation of a molecular structure, C18H36CrF8NO22PS2 at a distorted geometry, from the Open Molecules 2025 dataset.

Each line ends with the Löwdin spin population.
CARTESIAN COORDINATES (ANGSTROEM)
Cr1 0.2630 -0.4532 0.2090  2.852
P1 -3.2900 1.6001 -1.3451  0.000
F1 -2.1154 0.7510 -0.5695  0.006
F2 -4.2069 0.2816 -1.3274  0.000
F3 -3.8469 2.1205 0.0629  0.000
F4 -4.3989 2.3792 -2.1803  0.000
F5 -2.2865 2.9056 -1.3506  0.000
F6 -2.5610 1.1325 -2.7470  0.000
N1 0.7792 -1.9497 1.3553  0.012
S1 1.0540 -2.1984 2.9365  0.003
O1 2.4337 -2.3804 3.2251  -0.002
O2 0.0585 -2.9348 3.6114  0.004
F7 0.8215 -0.7001 3.4152  0.000
S2 0.7342 -3.6209 0.9178  0.005
O3 -0.4369 -4.3477 1.1999  0.006
O4 1.9967 -4.2549 0.9692  0.001
F8 0.5530 -3.2586 -0.6250  0.004
C1 -3.3268 -2.2654 -3.6323  0.000
O5 -2.5969 -1.6845 -2.5559  0.003
C2 -1.2952 -1.5855 -2.5454  0.004
O6 -0.7358 -1.1781 -1.5549  0.016
O7 -0.7176 -2.0663 -3.6250  0.001
C3 0.6806 -1.9145 -3.8038  0.000
H1 -3.7418 -1.4371 -4.2055  0.000
H2 -4.1944 -2.7733 -3.2157  0.000
H3 -2.7511 -2.9657 -4.2226  0.000
H4 0.8572 -2.1642 -4.8469  0.000
H5 1.2236 -2.7051 -3.2710  0.000
H6 1.0749 -0.9627 -3.4699  0.000
C4 2.1352 2.3813 3.2464  0.000
O8 3.2065 1.7065 2.6124  0.000
C5 2.9233 0.8282 1.6913  0.001
O9 1.8202 0.5092 1.3229  -0.003
O10 3.9968 0.3707 1.0626  0.001
C6 5.2850 0.3589 1.7172  0.000
H7 2.5033 2.8162 4.1715  0.000
H8 1.2943 1.7517 3.5386  0.000
H9 1.7512 3.1818 2.6147  0.000
H10 5.7846 -0.5215 1.3178  0.000
H11 5.1813 0.2354 2.7912  0.000
H12 5.8753 1.2380 1.4720  0.000
C7 -1.5667 3.4030 1.9275  0.000
O11 -1.8719 2.3065 2.7957  0.000
C8 -1.3324 1.1446 2.5502  0.003
O12 -0.6584 0.9072 1.5636  0.011
O13 -1.7018 0.1841 3.3632  0.001
C9 -2.5972 0.4050 4.4338  0.000
H13 -0.5025 3.5273 1.7253  0.000
H14 -1.9683 4.3368 2.3021  0.000
H15 -2.0568 3.1822 0.9775  0.000
H16 -2.0702 0.2983 5.3867  0.000
H17 -3.2555 -0.4653 4.4903  0.000
H18 -3.1619 1.3234 4.3793  0.000
C10 1.4326 4.5932 -0.6223  0.000
O14 1.2615 3.2167 -0.2971  0.003
C11 0.8187 2.3654 -1.2152  0.005
O15 0.4948 1.2550 -0.8787  0.017
O16 0.6934 2.8876 -2.3999  0.003
C12 0.2974 2.0303 -3.4988  0.000
H19 1.4990 5.1500 0.3123  0.000
H20 0.5706 5.0004 -1.1465  0.000
H21 2.3617 4.7712 -1.1608  0.000
H22 -0.7678 1.8367 -3.4111  0.000
H23 0.9105 1.1361 -3.5258  0.000
H24 0.4526 2.6390 -4.3844  0.000
C13 -5.0893 -0.7604 1.7700  0.000
O17 -3.7032 -0.6021 1.4929  0.001
C14 -2.9903 -1.5464 0.9455  0.004
O18 -1.7844 -1.4661 0.8722  0.026
O19 -3.7424 -2.4801 0.4013  0.002
C15 -3.0880 -3.6262 -0.1532  0.000
H25 -5.2421 -1.6426 2.3935  0.000
H26 -5.6342 -0.8458 0.8311  0.000
H27 -5.4938 0.0900 2.3101  0.000
H28 -3.1926 -4.4681 0.5316  0.000
H29 -2.0420 -3.5148 -0.4046  0.000
H30 -3.6700 -3.8685 -1.0408  0.000
C16 4.0923 -2.4508 -0.4516  0.000
O20 4.0444 -1.3239 -1.3589  0.000
C17 2.9576 -0.6296 -1.4316  0.003
O21 1.8759 -0.9902 -0.9936  0.002
O22 3.0778 0.5235 -2.0493  0.002
C18 4.3386 0.9226 -2.6330  0.000
H31 3.9116 -2.1170 0.5702  0.000
H32 5.0975 -2.8481 -0.5105  0.000
H33 3.3227 -3.1611 -0.7257  0.000
H34 4.1080 1.5360 -3.5015  0.000
H35 4.9120 0.0773 -2.9929  0.000
H36 4.8674 1.5320 -1.9056  0.000

total charge	+1
total energy	-5398.68040	hartree
F_max	0.08360	hartree/bohr
<S²>	3.76
2S+1	4

***

Entry 2:
The following is a quantum chemistry calculation of 2 unconnected molecules or ions with the total composition C5H11ClIN2 at a distorted geometry, from the Open Molecules 2025 dataset.

Each line ends with the natural charge from an NBO analysis.
CARTESIAN COORDINATES (ANGSTROEM)
C1 -2.7334 -0.3356 0.1795  0.400
C2 0.3002 1.5247 1.4394  -0.677
C3 2.2891 -0.5592 -0.8050  -0.676
C4 -0.8445 1.1584 0.4974  0.134
C5 1.0296 -0.5711 -1.6887  -0.368
N1 -3.2419 -1.6087 0.4283  -0.762
N2 -1.7239 0.2320 0.8870  -0.504
Cl1 -3.5312 0.7512 -0.8829  0.131
I1 -0.3856 -1.9685 -2.2931  0.201
H1 0.5603 0.6561 2.0185  0.221
H2 1.1128 1.9683 0.8159  0.259
H3 -0.0770 2.2788 2.1414  0.258
H4 2.5147 -1.4896 -0.5160  0.225
H5 3.0449 -0.3288 -1.6097  0.249
H6 2.2446 0.2378 -0.1016  0.218
H7 -1.0682 1.8706 -0.2715  0.223
H8 0.6800 0.4621 -2.0720  0.186
H9 -2.8152 -2.1257 1.2689  0.423
H10 -4.3182 -1.6115 0.4799  0.436
H11 -1.2938 -0.2552 1.6129  0.423

total charge	+1
relative energy (zero: lowest compared OMol25 entry of this formula, charge and spin)	41.8	kcal/mol
F_max	0.10352	hartree/bohr
2S+1	1